{
  "formula": "C25H39N3O5",
  "method": "ωB97M-V/def2-TZVPD",
  "smiles": "c1cc[nH]c1.c1cc[nH]c1.c1cc[nH]c1.O=C1CCCO1.CC(C)=O.CC(C)=O.CC(C)=O",
  "charge": 0,
  "e_above_lowest_kj_mol": 0.00,
  "homo_energy_ha": -0.2979,
  "homo_lumo_gap_ev": 8.193,
  "elements": ["C", "C", "C", "N", "C", "H", "H", "H", "H", "H", "C", "C", "C", "N", "C", "H", "H", "H", "H", "H", "C", "C", "C", "N", "C", "H", "H", "H", "H", "H", "O", "C", "C", "C", "C", "O", "H", "H", "H", "H", "H", "H", "C", "C", "C", "O", "H", "H", "H", "H", "H", "H", "C", "C", "C", "O", "H", "H", "H", "H", "H", "H", "C", "C", "C", "O", "H", "H", "H", "H", "H", "H"],
  "coordinates": [[13.157090, -30.262000, 12.282870], [11.910660, -29.919320, 11.764530], [11.336700, -31.100570, 11.179350], [12.196430, -32.124410, 11.396570], [13.303700, -31.618600, 12.082140], [13.857740, -29.574540, 12.733310], [11.531520, -28.908150, 11.750440], [10.371450, -31.289000, 10.733030], [12.035580, -33.091620, 11.154220], [14.144640, -32.245020, 12.340670], [16.907020, -24.733150, 5.485570], [15.547460, -24.286880, 5.349200], [15.570100, -22.903040, 5.212120], [16.858250, -22.462160, 5.056770], [17.684310, -23.594960, 5.197060], [17.255870, -25.724260, 5.735370], [14.744540, -25.008000, 5.390610], [14.755650, -22.204170, 5.091080], [17.092070, -21.566930, 4.651810], [18.762370, -23.531900, 5.211530], [9.750020, -21.818300, 7.062140], [10.092400, -23.148980, 6.937800], [8.970330, -23.853530, 6.520590], [7.961170, -22.996620, 6.217090], [8.404670, -21.679170, 6.486910], [10.325110, -20.945260, 7.333200], [11.003990, -23.691780, 7.139720], [8.979580, -24.908570, 6.289920], [7.035530, -23.222430, 5.881990], [7.678980, -20.898120, 6.314470], [16.467010, -15.857960, 11.972450], [16.634610, -16.572370, 11.019680], [17.577310, -17.754440, 10.835610], [17.306420, -18.233340, 9.408240], [15.946510, -17.652850, 9.001610], [15.812120, -16.499150, 9.884320], [18.592490, -17.453300, 11.094130], [17.352960, -18.501340, 11.597120], [18.129610, -17.856280, 8.801380], [17.342770, -19.320930, 9.345640], [16.005880, -17.158910, 8.031760], [15.132940, -18.375570, 9.064120], [9.257610, -21.099650, 12.355280], [9.281800, -21.411810, 13.859910], [10.604760, -21.652700, 14.552700], [8.240580, -21.500830, 14.500620], [8.884030, -21.943210, 11.774810], [10.215610, -20.708660, 12.012560], [8.549940, -20.320150, 12.072980], [11.308410, -20.820980, 14.587520], [11.050990, -22.609310, 14.280890], [10.315810, -21.754820, 15.598730], [14.918740, -25.177990, 10.585070], [13.809730, -24.121310, 10.763820], [14.022970, -22.695390, 10.163070], [12.747410, -24.376110, 11.260730], [15.530510, -24.969880, 9.707270], [14.554970, -26.205130, 10.557380], [15.523920, -25.138150, 11.490760], [13.340250, -21.965370, 10.597900], [13.765560, -22.849660, 9.115190], [15.060740, -22.365860, 10.112610], [18.695710, -28.317220, 9.725540], [18.950730, -29.738720, 10.156080], [18.169770, -30.204710, 11.365720], [19.619500, -30.506230, 9.463250], [19.471190, -27.945320, 9.055900], [18.578460, -27.680510, 10.602430], [17.796340, -28.330540, 9.109850], [18.135790, -31.287640, 11.484860], [17.176940, -29.755500, 11.340810], [18.654640, -29.823750, 12.264540]],
  "atomic_forces_ev_per_a": [[-0.001, -1.023, -0.103], [-1.516, -1.256, -1.563], [0.244, 2.071, 1.066], [1.243, 0.871, 0.913], [0.296, -0.605, -0.259], [0.016, -0.257, 0.070], [-0.336, -0.216, -0.114], [0.120, 0.221, -0.032], [0.134, 0.319, 0.101], [-0.176, -0.107, -0.083], [0.175, 2.637, -1.178], [0.872, 0.232, 0.852], [-0.789, -0.741, -0.888], [0.422, -2.228, 0.479], [-0.374, -0.464, 0.698], [0.049, 0.141, -0.220], [-0.418, 0.601, 0.183], [-0.025, -0.143, -0.042], [0.169, -0.301, 0.307], [-0.100, 0.268, -0.154], [-3.307, 2.074, -2.141], [-0.747, -1.695, 0.268], [0.851, -0.318, -0.560], [1.135, 1.789, 0.534], [1.513, -2.294, 1.205], [0.146, -0.246, 0.090], [0.115, 0.414, 0.228], [-0.484, 0.069, 0.048], [0.347, -0.059, 0.083], [0.449, 0.269, 0.264], [0.446, -0.482, -1.150], [-1.333, -0.305, -0.162], [-0.404, 0.240, 0.398], [0.910, -0.509, 0.188], [1.514, 1.491, 0.450], [-0.022, -0.331, 1.129], [0.052, 0.103, -0.466], [-0.369, -0.015, 0.009], [-0.276, 0.041, -0.362], [-0.085, 0.027, -0.079], [-0.280, -0.621, -0.228], [-0.158, 0.348, 0.271], [-0.069, 0.541, 0.239], [-1.260, 0.178, -0.185], [-0.571, -0.077, 1.291], [1.165, 0.129, -0.858], [0.534, -0.330, 0.099], [0.163, -0.572, -0.124], [-0.265, 0.143, 0.640], [0.082, -0.061, -0.807], [0.223, 0.238, -0.439], [0.012, -0.206, 0.115], [-0.343, 0.498, 0.279], [0.339, 0.602, -0.769], [0.251, -1.269, -0.104], [-0.167, -0.298, 0.388], [0.074, 0.029, 0.115], [-0.417, 0.218, -0.165], [0.322, 0.222, -0.040], [0.174, -0.174, 0.064], [-0.254, 0.146, -0.217], [0.015, 0.028, 0.429], [0.416, -0.006, -0.057], [0.335, -1.579, -1.492], [0.377, 0.138, 0.227], [-0.752, 1.147, 1.246], [0.187, -0.100, 0.265], [-0.175, 0.188, -0.205], [-0.325, 0.073, 0.275], [-0.050, 0.101, -0.377], [-0.104, -0.164, 0.018], [0.064, 0.205, 0.100]]
}